# 1
# C19H21N3O3

A single C19H21N3O3 molecule in a non-equilibrium geometry (ωB97M-V with the def2-TZVPD basis set, the Open Molecules 2025 dataset).

Cartesian coordinates (Å):
C 2.8109 -2.8884 2.9250
H 3.0714 -1.7233 2.6680
O 2.6097 -3.5168 1.5951
C 1.6130 -3.3639 0.9080
C 1.6667 -4.2560 -0.1024
C 0.4349 -4.2836 -0.9570
C -0.5804 -3.3291 -0.7197
C -0.3288 -2.3540 0.0355
C 0.7015 -2.4453 0.9597
O 0.8036 -1.4405 2.0783
C -0.2488 -0.5050 1.9753
H -0.0959 0.0606 1.0587
H -0.9522 -0.6905 2.4265
H 0.1439 0.2150 2.8874
H -1.0563 -1.5702 0.1655
C -1.7122 -3.1528 -1.8236
H -1.8247 -3.9719 -2.2501
H -2.5745 -2.7441 -1.3462
C -1.2654 -1.9744 -3.1490
N -1.0740 -0.8172 -2.4292
C -1.7209 0.2439 -2.6178
O -2.9618 0.1419 -3.2377
C -1.4776 1.4116 -1.8253
C -2.0369 2.6310 -1.7440
N -1.0795 3.4411 -1.1914
C -1.2618 4.8240 -0.5691
C -0.2834 5.2569 0.5544
C 0.4949 4.3814 0.8687
C 0.5817 2.9706 0.7411
C -0.2856 2.6017 -0.2687
N -0.3909 1.3584 -0.9742
H 1.4686 2.3586 1.0139
C 1.4401 4.9582 2.0349
H 2.1567 5.7652 1.7305
H 0.9510 5.3025 2.9533
H 2.0185 4.1840 2.2821
H -0.3166 6.2961 0.5942
H -2.2061 5.3208 -0.8846
H -2.7047 3.1014 -2.4355
H -0.3295 -0.8247 -1.8388
H -2.1450 -1.8645 -3.5834
H -0.5472 -2.6062 -3.4429
H 0.3685 -5.0424 -1.8115
H 2.2630 -5.1309 -0.1001
H 3.8056 -3.4908 3.2518
H 2.0564 -2.8386 3.5944

Forces on the atoms, in the same order (eV/Å):
C 6.37 1.52 -3.83
H -0.27 -2.93 0.94
O 6.67 -0.02 8.03
C -0.92 -1.58 -3.28
C -6.77 -1.75 -5.09
C 2.84 -1.20 0.77
C -1.33 -4.88 -8.68
C 0.51 4.91 6.28
C -3.15 5.89 2.51
O -0.58 -2.87 -2.77
C 16.14 6.70 -3.65
H -1.23 -0.01 0.05
H -14.21 -4.46 6.57
H -0.56 -0.63 -2.22
H -0.05 0.23 -0.09
C 3.17 7.85 3.48
H -1.57 -7.45 -3.93
H -0.82 0.12 0.05
C -1.79 -2.79 6.53
N 2.76 -1.48 -1.39
C -10.37 1.27 -2.62
O 5.61 1.15 1.89
C 3.25 0.02 2.34
C 0.01 1.89 -2.89
N -0.82 4.79 7.87
C 1.22 -2.45 0.42
C -11.86 4.32 -10.33
C 10.43 -6.79 8.73
C -0.38 2.24 -2.21
C -0.46 -4.52 -6.37
N 0.03 0.99 2.45
H -1.20 0.49 0.20
C -0.86 2.21 -1.75
H -0.88 -0.50 -0.15
H -0.44 -0.10 -0.48
H 2.50 -2.99 1.36
H 0.33 1.48 1.18
H 1.12 -0.10 0.11
H -0.61 -0.12 -0.05
H 2.68 0.55 2.11
H -3.52 -0.03 -3.01
H 3.29 -0.95 -2.02
H -0.05 1.12 1.46
H 1.02 -0.20 -0.06
H -2.60 1.73 -0.27
H -2.66 -0.67 1.80

Its relative energy (zero: lowest compared OMol25 entry of this formula, charge and spin) is 390.1 kcal/mol. The spin multiplicity is 1. Its structure (SMILES) is COc1ccc(CCNC(=O)c2cn3ccc(C)cc3n2)cc1OC. The electronic energy is -1126.06961 hartree. The largest force on an atom is 17.85 eV Å⁻¹. The value obtained for the HOMO energy is -7.89 eV.

# 2
# C19H21N5O6

2 unconnected molecules or ions with the total composition C19H21N5O6 in a non-equilibrium geometry (ωB97M-V with the def2-TZVPD basis set, the Open Molecules 2025 dataset).

Cartesian coordinates (Å):
N -0.8403 -7.1405 2.6615
C -0.4267 -6.0524 2.5679
C 0.0971 -4.7241 2.4735
C 1.4484 -4.3699 2.3849
C 1.8387 -3.0007 2.2743
N 3.2260 -2.6805 2.4429
O 4.0212 -3.6251 2.6606
O 3.5855 -1.4792 2.4017
C 0.8816 -1.9731 2.0865
C -0.4401 -2.3262 2.3102
N -1.5895 -1.5446 2.4739
O -1.8057 -0.3460 2.4471
O -2.6553 -2.4740 2.7517
N -2.1852 -3.7953 2.7478
C -0.8609 -3.6605 2.5028
H 2.2175 -5.1404 2.4126
H 1.1543 -0.9500 1.8605
C 1.3573 4.8044 1.2793
O 0.4824 4.5622 0.1641
C 0.0950 3.2745 0.0867
O 0.4541 2.4284 0.8861
C -0.8146 3.0429 -1.1015
C -2.1066 3.8809 -1.0682
C -3.2055 2.9624 -1.5988
C -2.5353 1.6144 -1.8864
N -1.2523 1.6639 -1.1707
C -0.3245 0.6474 -1.4414
C 0.2915 -0.1022 -0.4698
C 1.4068 -1.0278 -0.7770
C 1.4459 -1.5404 -2.2263
C 1.2068 -0.3967 -3.2107
C -0.1085 0.3256 -2.9154
H 1.6575 5.8459 1.1674
H 0.8101 4.6472 2.2164
H 2.2238 4.1342 1.2349
H -0.2275 3.3189 -2.0066
H -2.3291 4.2115 -0.0446
H -1.9485 4.7673 -1.6905
H -3.9965 2.8321 -0.8545
H -3.6493 3.3635 -2.5151
H -3.1313 0.7492 -1.5711
H -2.3748 1.5276 -2.9747
H -0.0047 0.0430 0.5652
H 2.3725 -0.5404 -0.5376
H 1.3510 -1.8928 -0.1095
H 2.4152 -2.0201 -2.4173
H 0.6660 -2.3074 -2.3397
H 2.0418 0.3162 -3.1429
H 1.1800 -0.7835 -4.2370
H -0.9505 -0.3174 -3.2376
H -0.1648 1.2475 -3.5157

Forces on the atoms, in the same order (eV/Å):
N 0.76 2.17 -0.22
C -0.21 -2.32 0.25
C 1.06 0.78 -0.23
C -1.33 -0.65 0.24
C -2.28 0.81 -0.21
N 3.04 0.83 0.10
O -1.71 1.74 -0.46
O -1.08 -2.42 -0.04
C 1.98 -0.62 0.94
C -2.21 0.15 0.20
N 0.39 -0.51 -0.22
O 0.19 -1.76 0.08
O 1.31 0.36 -0.39
N 1.91 1.63 -0.39
C -1.81 -0.47 0.45
H -0.20 0.27 0.03
H 0.22 -0.09 0.42
C 0.02 0.24 -0.03
O 0.05 -0.49 0.09
C 0.30 -0.73 0.83
O -0.45 1.14 -0.78
C 0.43 -0.38 -0.38
C 0.40 0.34 0.23
C -0.35 -0.28 -0.02
C 0.46 0.10 -0.39
N -1.34 0.13 0.84
C 1.28 -1.81 0.62
C -1.37 1.69 -1.62
C 0.69 -0.64 -0.26
C -0.10 0.13 0.25
C 0.01 -0.05 0.02
C 0.03 -0.05 -0.03
H 0.02 -0.14 0.14
H 0.23 0.04 -0.19
H -0.24 0.20 0.07
H -0.08 0.05 0.27
H 0.12 -0.05 -0.30
H -0.22 -0.07 0.23
H 0.09 0.13 -0.16
H -0.06 -0.07 0.22
H 0.17 0.17 0.03
H -0.08 -0.08 0.14
H 0.08 0.36 -0.25
H -0.31 -0.08 0.00
H 0.10 0.00 -0.25
H -0.24 0.05 0.01
H 0.12 0.15 -0.09
H -0.15 -0.12 -0.02
H 0.11 0.11 0.13
H 0.26 0.28 0.00
H -0.03 -0.21 0.13

Its relative energy (zero: lowest compared OMol25 entry of this formula, charge and spin) is 0.0 kcal/mol. The spin multiplicity is 1. Its structure (SMILES) is N#Cc1cc([N+](=O)[O-])cc2c1no[n+]2[O-].COC(=O)[C@@H]1CCCN1C1=CCCCC1. The electronic energy is -1461.52638 hartree. The largest force on an atom is 3.15 eV Å⁻¹. The value obtained for the HOMO energy is -8.32 eV.

# 3
# C19H21NO

A single C19H21NO molecule (ωB97M-V with the def2-TZVPD basis set, the Open Molecules 2025 dataset).

Cartesian coordinates (Å):
C 6.2213 -0.9457 0.6764
H 5.9568 -1.9486 0.3486
H 7.3009 -0.8314 0.6061
H 5.9327 -0.8386 1.7192
C 5.5200 0.1004 -0.1929
C 4.0248 -0.1006 -0.1731
C 3.2979 0.0044 1.0072
C 1.9308 -0.1814 1.0172
C 1.2472 -0.4797 -0.1599
C 1.9635 -0.5871 -1.3463
C 3.3329 -0.3979 -1.3396
H 3.8749 -0.4852 -2.2705
H 1.4460 -0.8176 -2.2619
N -0.1382 -0.6560 -0.0805
C -1.0263 -0.9592 -1.0702
O -0.7269 -1.1233 -2.2350
C -2.4475 -1.0706 -0.6224
C -2.8572 -1.5692 0.7411
C -3.0538 -0.1303 0.3953
C -4.4205 0.4116 0.1515
C -5.4484 0.1784 1.0560
C -6.7122 0.6933 0.8267
C -6.9600 1.4458 -0.3084
C -5.9390 1.6839 -1.2133
C -4.6753 1.1704 -0.9845
H -3.8776 1.3505 -1.6906
H -6.1284 2.2698 -2.1006
H -7.9470 1.8457 -0.4878
H -7.5054 0.5057 1.5356
H -5.2547 -0.4067 1.9438
H -2.3832 0.5947 0.8486
H -3.7302 -2.2035 0.7807
H -2.0929 -1.8525 1.4509
H -3.0873 -1.3537 -1.4499
H -0.5093 -0.5465 0.8524
H 1.3841 -0.0950 1.9474
H 3.8004 0.2341 1.9350
C 5.8861 1.5155 0.2597
H 5.5930 1.6793 1.2938
H 5.3820 2.2533 -0.3607
H 6.9599 1.6706 0.1794
H 5.8660 -0.0272 -1.2246

Forces on the atoms, in the same order (eV/Å):
C -0.01 0.08 -0.27
H 0.01 -0.11 0.03
H 0.13 -0.01 0.05
H -0.02 0.00 0.14
C 0.07 0.04 0.21
C 0.09 -0.03 -0.24
C -0.03 -0.01 -0.06
C -0.07 -0.02 -0.05
C 0.36 0.04 -0.15
C -0.22 -0.06 -0.14
C 0.09 0.06 0.25
H 0.07 -0.01 -0.09
H -0.02 0.00 -0.01
N -0.13 0.05 0.42
C -0.20 -0.01 0.15
O 0.05 -0.01 -0.11
C -0.15 -0.03 -0.13
C 0.04 -0.02 0.08
C 0.02 0.04 -0.01
C -0.04 -0.07 -0.02
C 0.07 0.02 -0.04
C -0.10 0.01 0.05
C -0.09 0.03 0.00
C -0.01 0.07 -0.07
C 0.00 -0.02 0.06
H 0.08 0.00 -0.09
H -0.02 0.04 -0.07
H -0.08 0.03 -0.02
H -0.06 -0.01 0.05
H 0.03 -0.07 0.07
H 0.11 -0.12 -0.02
H -0.08 0.00 -0.04
H 0.10 0.04 0.00
H 0.02 0.05 0.08
H -0.02 -0.05 -0.19
H -0.06 0.01 0.09
H 0.06 0.03 0.11
C 0.02 -0.16 -0.23
H -0.03 0.04 0.14
H -0.02 0.11 -0.01
H 0.12 0.06 0.03
H -0.08 0.00 0.05

Its relative energy (zero: lowest compared OMol25 entry of this formula, charge and spin) is 26.6 kcal/mol. The spin multiplicity is 1. Its structure (SMILES) is CC(C)c1ccc(NC(=O)[C@H]2C[C@@H]2c2ccccc2)cc1. The electronic energy is -866.61094 hartree. The largest force on an atom is 0.44 eV Å⁻¹. The value obtained for the HOMO energy is -8.26 eV.

# 4
# C19H21NO3

A single C19H21NO3 molecule (ωB97M-V with the def2-TZVPD basis set, the Open Molecules 2025 dataset).

Cartesian coordinates (Å):
C -5.5216 -1.6373 -1.8581
H -4.7639 -1.7695 -2.6377
O -5.0061 -1.9203 -0.5813
C -3.9778 -1.1524 -0.1126
C -3.3748 -0.1131 -0.8048
C -2.3339 0.6075 -0.2352
C -1.8813 0.3004 1.0382
C -2.4871 -0.7493 1.7329
C -3.5168 -1.4638 1.1682
H -3.9880 -2.2736 1.7020
H -2.1287 -0.9848 2.7225
O -0.8523 0.9131 1.7028
C -0.2218 2.0650 1.1670
C -1.1163 3.3012 1.2446
H -0.5806 4.1576 0.8472
H -2.0221 3.1585 0.6622
H -1.3898 3.4871 2.2801
C 0.3443 1.8867 -0.2537
O 0.2075 2.7628 -1.0908
N 1.0090 0.7453 -0.5202
C 1.3494 -0.3103 0.4026
C 2.7868 -0.7538 0.2678
C 3.3020 -1.6254 1.2205
C 4.6087 -2.0666 1.1427
C 5.4185 -1.6364 0.1040
C 4.9108 -0.7745 -0.8487
C 3.5965 -0.3270 -0.7798
C 3.0534 0.6136 -1.8178
C 1.5315 0.5305 -1.8547
H 1.1123 1.2969 -2.5080
H 1.2139 -0.4600 -2.1980
H 3.4690 0.3768 -2.7987
H 3.3475 1.6380 -1.5692
H 5.5367 -0.4391 -1.6633
H 6.4416 -1.9749 0.0368
H 4.9961 -2.7423 1.8902
H 2.6659 -1.9566 2.0290
H 1.1748 0.0109 1.4294
H 0.6932 -1.1759 0.2176
H 0.6397 2.2190 1.8343
H -1.8933 1.4043 -0.8111
H -3.6987 0.1594 -1.7967
H -6.3274 -2.3526 -2.0160
H -5.9252 -0.6208 -1.9136

Forces on the atoms, in the same order (eV/Å):
C -0.06 0.04 -0.17
H -0.02 0.02 0.03
O 0.15 -0.03 0.29
C 0.08 0.05 0.01
C -0.34 -0.29 -0.09
C 0.32 0.16 0.25
C -0.20 -0.17 -0.08
C 0.10 0.16 -0.09
C -0.09 0.01 -0.18
H -0.05 -0.10 0.08
H 0.04 -0.03 0.13
O -0.02 -0.07 0.07
C -0.08 0.53 0.07
C 0.20 -0.30 0.01
H -0.02 0.07 -0.02
H -0.05 0.05 -0.06
H 0.00 -0.02 0.08
C 0.04 -0.04 0.22
O -0.12 0.24 -0.04
N 0.19 -0.20 -0.18
C -0.13 -0.25 0.37
C 0.08 0.02 -0.05
C 0.01 0.02 -0.06
C -0.03 -0.05 0.09
C 0.09 0.00 -0.06
C -0.01 -0.03 0.07
C 0.03 0.00 0.02
C -0.23 0.03 -0.01
C 0.12 0.27 -0.37
H 0.03 -0.19 0.07
H 0.00 0.03 0.00
H 0.02 0.01 0.00
H -0.03 0.02 -0.09
H 0.07 0.03 -0.10
H 0.09 -0.03 -0.01
H 0.03 -0.06 0.07
H -0.07 -0.05 0.12
H -0.01 -0.07 -0.16
H 0.03 0.11 0.11
H -0.14 -0.05 -0.16
H 0.01 0.12 -0.05
H -0.06 0.00 -0.09
H 0.05 0.07 -0.04
H 0.03 -0.03 0.00

Its relative energy (zero: lowest compared OMol25 entry of this formula, charge and spin) is 29.6 kcal/mol. The spin multiplicity is 1. Its structure (SMILES) is COc1ccc(O[C@H](C)C(=O)N2CCc3ccccc3C2)cc1. The electronic energy is -1017.09188 hartree. The largest force on an atom is 0.54 eV Å⁻¹. The value obtained for the HOMO energy is -7.99 eV.

# 5
# C19H21NO3S

A single C19H21NO3S molecule in a non-equilibrium geometry (ωB97M-V with the def2-TZVPD basis set, the Open Molecules 2025 dataset).

Cartesian coordinates (Å):
C 2.2346 -7.6854 -1.0934
H 2.8454 -8.5840 -1.0540
H 1.3679 -7.8811 -1.7208
H 1.8849 -7.4580 -0.0889
C 3.0447 -6.5137 -1.6539
C 2.1998 -5.2759 -1.7070
C 2.1362 -4.4106 -0.6190
C 1.3298 -3.2927 -0.6447
C 0.5491 -3.0006 -1.7680
C 0.6128 -3.8766 -2.8572
C 1.4229 -4.9920 -2.8252
H 1.4587 -5.6541 -3.6786
H 0.0173 -3.6699 -3.7348
C -0.3119 -1.8442 -1.8517
C -0.4721 -0.8716 -0.9377
C -1.4066 0.2277 -1.1837
O -2.1505 0.2697 -2.1466
C -1.4269 1.3139 -0.1558
C -2.6465 1.9213 0.1363
C -2.7135 2.9364 1.0738
C -1.5528 3.3519 1.6974
C -0.3304 2.7774 1.4055
C -0.2662 1.7510 0.4804
H 0.6880 1.3107 0.2322
H 0.5478 3.1408 1.9142
S -1.5912 4.6734 2.9043
O -0.8292 4.2756 4.0509
O -2.9499 5.0961 3.1042
N -0.6958 5.8506 2.0824
C -1.4582 6.4154 0.9933
H -2.3236 6.9825 1.3543
H -0.8130 7.0691 0.4075
H -1.8094 5.6005 0.3629
C -0.1002 6.8324 2.9629
H -0.8323 7.5668 3.3173
H 0.7015 7.3472 2.4327
H 0.3087 6.2963 3.8156
H -3.6446 3.4156 1.3333
H -3.5318 1.5814 -0.3800
H 0.0501 -0.8741 0.0058
H -0.8886 -1.7496 -2.7652
H 1.3018 -2.6412 0.2150
H 2.7322 -4.6193 0.2582
H 3.3957 -6.7667 -2.6562
H 3.9154 -6.3421 -1.0180

Forces on the atoms, in the same order (eV/Å):
C 0.18 0.04 -0.07
H 0.00 -0.13 0.03
H -0.10 -0.04 -0.02
H -0.06 -0.02 0.09
C -0.15 -0.14 0.08
C 0.06 0.08 -0.14
C 0.01 0.00 -0.02
C -0.14 0.05 -0.14
C 0.38 -0.56 0.02
C -0.09 0.24 0.20
C 0.13 -0.10 0.09
H 0.01 -0.07 -0.09
H -0.07 0.04 -0.08
C -0.30 0.72 0.25
C 0.22 -0.63 -0.38
C -0.18 0.09 -0.22
O 0.04 0.05 0.18
C -0.26 0.37 0.07
C 0.15 -0.12 -0.05
C -0.12 0.10 0.09
C -0.05 0.41 0.26
C 0.13 -0.04 0.03
C -0.13 -0.02 0.01
H 0.08 -0.06 0.02
H 0.18 -0.01 -0.01
S 0.28 0.10 -0.30
O 0.24 -0.01 -0.07
O -0.03 -0.05 -0.30
N -0.42 -0.94 0.45
C -0.29 0.12 -0.30
H 0.03 0.03 -0.07
H 0.02 -0.05 -0.01
H -0.06 0.11 -0.19
C 0.11 0.09 0.43
H 0.04 0.04 0.00
H -0.04 -0.03 -0.01
H 0.14 0.21 0.06
H -0.14 0.02 -0.02
H -0.06 -0.01 -0.04
H 0.11 -0.06 0.08
H -0.07 0.06 -0.04
H 0.00 0.07 0.10
H 0.07 -0.02 0.09
H 0.08 0.05 0.03
H 0.04 0.02 -0.08

Its relative energy (zero: lowest compared OMol25 entry of this formula, charge and spin) is 50.4 kcal/mol. The spin multiplicity is 1. Its structure (SMILES) is CCc1ccc(/C=C/C(=O)c2ccc(S(=O)(=O)N(C)C)cc2)cc1. The electronic energy is -1415.24708 hartree. The largest force on an atom is 1.12 eV Å⁻¹. The value obtained for the HOMO energy is -8.78 eV.

| no. | lowest unoccupied orbital energy (eV) | orbital gap (eV) |
| --- | --- | --- |
| 1 | -1.0 | 6.9 |
| 2 | -2.4 | 5.9 |
| 3 | 0.6 | 8.9 |
| 4 | 0.8 | 8.8 |
| 5 | -0.7 | 8.1 |